No. 1
Here is C4H3EuO2 as an isolated structure in a non-equilibrium geometry from the OMol25 dataset. Energies are from wB97M-V/def2-TZVPD.

Structure (XYZ):
```
10
C4H3EuO2, DFT wB97M-V/def2-TZVPD
O 0.65247 2.10941 1.05709
C 0.99185 1.04905 0.67069
C 1.22542 -0.18319 0.26901
C 0.47924 -0.82045 -0.83426
C -0.86250 -0.97934 -0.85712
H 2.02611 -0.70398 0.79969
H -1.83367 -0.13085 -1.27504
H 1.07296 -1.21339 -1.66099
Eu -2.12627 1.12709 1.80578
O -1.62560 -0.25435 0.02514
```

Computed properties:
Spin multiplicity: 9
HOMO level (alpha / beta) in eV: -5.57 / -7.70
LUMO (alpha / beta) in eV: 0.0 / -0.3
Kohn-Sham gap (alpha / beta) in eV: 5.52 / 7.43



No. 2
Here is C4H3EuO4 as an isolated structure in a non-equilibrium geometry from the OMol25 dataset. Energies are from wB97M-V/def2-TZVPD.

Structure (XYZ):
```
12
C4H3EuO4, DFT wB97M-V/def2-TZVPD
C 0.81639 -1.11298 0.87854
C 0.12794 0.04003 0.88446
H 1.22095 -1.45988 1.82809
O -0.18836 0.63961 -0.32109
C -0.44577 1.98385 -0.12870
O -1.57965 2.25071 -0.58764
Eu -3.00760 4.44209 -0.80998
O 0.22066 -1.91282 -1.33103
C 1.00015 -2.04633 -0.25381
O 1.86221 -2.90247 -0.25389
H -0.09984 -0.99901 -1.42563
H 0.07292 1.07721 1.52067
```

Computed properties:
Spin multiplicity: 8
HOMO level (alpha / beta) in eV: -11.10 / -11.15
LUMO (alpha / beta) in eV: -7.1 / -6.9
Kohn-Sham gap (alpha / beta) in eV: 4.00 / 4.24
Total charge: +1



No. 3
Here is C4H3F2NS in the gas phase in a non-equilibrium geometry from the OMol25 dataset. Energies are from wB97M-V/def2-TZVPD.

Structure (XYZ):
```
11
C4H3F2NS, DFT wB97M-V/def2-TZVPD
N -3.25323 -0.71195 -0.47686
C -2.11234 -0.60876 0.04379
C -0.69882 -0.17453 0.33424
F -0.46345 0.36482 1.53648
C 0.56230 -0.61269 -0.45818
S 2.19645 -0.82206 -0.04238
C -0.15366 0.85521 -0.68900
F 0.45396 1.99589 -0.30974
H 0.18702 -1.45047 -1.05038
H 2.45326 0.51711 0.22753
H -0.51022 1.06819 -1.58684
```

Computed properties:
Spin multiplicity: 1
HOMO level in eV: -9.59
LUMO in eV: 0.1
Kohn-Sham gap in eV: 9.70
SMILES: N#C[C@@]1(F)[C@H](S)[C@@H]1F



No. 4
Here is C4H3F3 in the gas phase in a non-equilibrium geometry from the OMol25 dataset. Energies are from wB97M-V/def2-TZVPD.

Structure (XYZ):
```
10
C4H3F3, DFT wB97M-V/def2-TZVPD
C -1.11403 1.56907 0.38012
C 0.04858 0.84774 -0.02515
F 1.28678 1.49820 -0.18995
C 0.18283 -0.60317 -0.07276
F -1.10757 -1.26717 0.16267
C 0.98634 -1.65096 -0.35232
F 2.06053 -1.54368 -1.22650
H -0.99664 2.64661 0.80577
H -2.01945 1.15945 0.51296
H 0.67263 -2.65608 0.00515
```

Computed properties:
Spin multiplicity: 1
HOMO level in eV: -9.31
LUMO in eV: -0.4
Kohn-Sham gap in eV: 8.90
SMILES: C=C(F)/C(F)=C\F



No. 5
Here is C4H3F3 in the gas phase from the OMol25 dataset. Energies are from wB97M-V/def2-TZVPD.

Structure (XYZ):
```
10
C4H3F3, DFT wB97M-V/def2-TZVPD
C -0.85159 0.12710 -0.19982
C 0.47078 0.63157 0.28185
C -1.42570 -0.92442 0.67739
C 1.61008 0.03433 -0.00526
F -2.43150 -1.50892 0.04537
F 2.79702 0.43642 0.42913
F 1.75926 -1.03045 -0.78616
H -1.60580 0.92705 -0.12906
H -0.82274 -0.17743 -1.25349
H 0.50019 1.48475 0.94005
```

Computed properties:
Spin multiplicity: 1
HOMO level in eV: -9.35
LUMO in eV: -0.1
Kohn-Sham gap in eV: 9.29



No. 6
Here is C4H3F3 as an isolated structure in a non-equilibrium geometry from the OMol25 dataset. Energies are from wB97M-V/def2-TZVPD.

Structure (XYZ):
```
10
C4H3F3, DFT wB97M-V/def2-TZVPD
C 0.77925 0.29993 1.10692
C 0.16450 1.09285 0.28911
C 0.11867 -1.13571 -0.11668
C -0.40731 0.21357 -0.79295
F -0.70671 -1.92358 0.55110
F 0.16654 0.17815 -2.00903
F -1.73400 0.37296 -1.03130
H 1.04218 0.50873 2.09136
H -0.26172 2.05750 0.51938
H 0.83860 -1.66440 -0.60790
```

Computed properties:
Spin multiplicity: 1
HOMO level in eV: -10.33
LUMO in eV: 0.9
Kohn-Sham gap in eV: 11.25



Sequential energy output: -27613.2016, -31703.5338, -21952.9379, -12345.6415, -12345.2023, -12345.3881 eV